# 1
The following is a quantum chemistry calculation of a structure of composition C39H39Cl2I2N6OPRu, from the OMol25 dataset.

Summary:
Charge   -1
Frontier orbital gap (alpha / beta)   5.744 / 5.438 eV
Energy above the lowest of the compared OMol25 structures with the same formula, charge and spin   3.384 eV
HOMO (alpha / beta)   -3.51 / -3.20 eV
Spin multiplicity   2
Strongest force on any atom   0.86 eV Å⁻¹

Atoms and positions in Å:
Ru (-0.80398, -0.25114, -0.11530)
I (-3.10042, 3.50926, -3.99715)
C (-3.88552, 1.69892, -3.30730)
C (-5.13457, 1.29988, -3.78423)
C (-5.69642, 0.12218, -3.36625)
I (-7.55534, -0.42411, -4.18627)
C (-5.03404, -0.70556, -2.42660)
C (-5.54650, -1.92368, -1.93873)
C (-4.83933, -2.63186, -1.02004)
C (-3.60808, -2.13278, -0.56802)
N (-3.08149, -1.01661, -1.00194)
C (-3.75914, -0.29396, -1.92907)
C (-3.10707, 0.93419, -2.40192)
O (-1.96233, 1.21324, -2.01212)
H (-5.65874, 1.92554, -4.49464)
H (-6.50534, -2.28103, -2.29305)
H (-5.21823, -3.56784, -0.62541)
H (-3.05341, -2.66209, 0.19478)
C (0.22919, -4.43062, -1.39891)
C (0.30061, -5.04218, -0.16392)
C (-0.15161, -4.34976, 0.94178)
C (-0.64361, -3.05089, 0.80724)
N (-0.57774, -2.41132, -0.37948)
C (-0.20379, -3.11907, -1.44876)
C (-1.33967, -2.31535, 1.86702)
C (-1.79482, -2.94624, 3.03208)
C (-2.63161, -2.26999, 3.89724)
C (-3.03001, -0.96497, 3.58590)
C (-2.55826, -0.33862, 2.44902)
C (-1.67753, -0.98392, 1.57008)
H (0.51792, -4.94150, -2.30676)
H (0.68664, -6.05029, -0.06958)
H (-0.13925, -4.80806, 1.92101)
H (-0.24975, -2.60230, -2.39631)
H (-1.52850, -3.97732, 3.24773)
H (-2.99273, -2.75710, 4.79440)
H (-3.70604, -0.43609, 4.25104)
H (-2.85176, 0.68318, 2.24111)
Cl (0.20726, 0.83363, 3.69725)
C (0.10084, 2.37468, 2.87458)
C (0.45505, 3.48831, 3.61643)
C (0.35244, 4.77226, 3.10605)
C (-0.16272, 4.91337, 1.82059)
C (-0.51515, 3.81522, 1.07422)
Cl (-1.23275, 4.07161, -0.48803)
C (-0.37447, 2.44369, 1.51518)
N (-0.68396, 1.43845, 0.72527)
H (0.81120, 3.33101, 4.62944)
H (0.61842, 5.63541, 3.70402)
H (-0.30872, 5.89817, 1.38959)
C (2.93843, 1.64556, 0.64314)
N (3.44764, 0.69335, 1.62103)
C (4.89558, 0.71493, 1.74218)
C (2.77236, -0.50272, 1.78825)
N (1.84155, -0.87211, 0.98043)
N (3.20352, -1.25456, 2.88210)
C (2.62054, -2.56732, 3.04922)
C (3.55699, -0.59766, 4.13864)
H (3.51322, 1.59300, -0.28810)
H (3.01630, 2.66073, 1.04107)
H (1.89805, 1.43599, 0.42063)
H (5.36518, 0.62616, 0.75347)
H (5.25147, -0.10399, 2.36181)
H (5.22332, 1.66010, 2.18343)
H (1.36844, -1.68679, 1.34206)
H (1.59212, -2.52116, 3.43719)
H (3.23221, -3.13599, 3.75116)
H (2.61182, -3.10352, 2.09945)
H (2.84376, -0.87420, 4.91901)
H (3.51529, 0.48046, 4.02216)
H (4.56060, -0.88708, 4.46924)
C (-0.07909, -0.32476, -3.72198)
P (0.76502, 0.09742, -2.12959)
C (2.23303, -1.00681, -2.19666)
C (1.55651, 1.66406, -2.69160)
C (0.70609, 2.74287, -2.93852)
C (1.20600, 3.95141, -3.40286)
C (2.57007, 4.10856, -3.61703)
C (3.42837, 3.04836, -3.36047)
C (2.92555, 1.83368, -2.90425)
H (-0.54771, 0.58100, -4.10312)
H (-0.87748, -1.05005, -3.55701)
H (0.63035, -0.70499, -4.46300)
H (2.71449, -0.95855, -3.17426)
H (1.94866, -2.03293, -1.98720)
H (2.92730, -0.70561, -1.41214)
H (-0.35437, 2.61993, -2.74590)
H (0.52342, 4.77353, -3.58707)
H (2.96425, 5.05334, -3.97642)
H (4.49587, 3.16426, -3.51399)
H (3.62013, 1.02620, -2.70770)

Charges computed using Löwdin, reported in e: Ru 1.042; I 0.867; C -0.637; C -0.267; C -0.688; I 0.820; C -0.218; C -0.069; C -0.052; C -0.132; N 0.098; C -0.116; C -0.482; O -0.202; H 0.065; H 0.049; H 0.102; H 0.093; C -0.067; C -0.070; C -0.020; C -0.267; N -0.018; C -0.142; C -0.252; C -0.062; C -0.108; C -0.104; C -0.143; C -0.258; H 0.104; H 0.105; H 0.104; H 0.082; H 0.094; H 0.089; H 0.097; H 0.096; Cl 0.703; C -0.586; C -0.172; C -0.146; C -0.160; C -0.600; Cl 0.690; C -0.459; N -0.088; H 0.087; H 0.082; H 0.092; C -0.053; N -0.159; C -0.071; C -0.463; N 0.144; N -0.167; C -0.081; C -0.089; H 0.067; H 0.097; H 0.043; H 0.084; H 0.070; H 0.088; H 0.002; H 0.091; H 0.086; H 0.083; H 0.078; H 0.079; H 0.080; C -0.250; P 0.894; C -0.285; C -0.349; C -0.133; C -0.085; C -0.101; C -0.102; C -0.122; H 0.035; H 0.022; H 0.044; H 0.040; H 0.011; H 0.017; H 0.013; H 0.098; H 0.094; H 0.094; H 0.081


# 2
The following is a quantum chemistry calculation of a structure of composition C35H33AsI2N2O5ReS, from the OMol25 dataset.

Summary:
Charge   0
Frontier orbital gap (alpha / beta)   6.078 / 6.477 eV
Energy above the lowest of the compared OMol25 structures with the same formula, charge and spin   0.551 eV
HOMO (alpha / beta)   -7.74 / -7.74 eV
Spin multiplicity   2
Strongest force on any atom   1.07 eV Å⁻¹

Atoms and positions in Å:
Re (1.84462, 0.91309, -1.19408)
I (1.05914, 4.85836, 0.82302)
C (3.06463, 4.22888, 0.79038)
I (3.44702, 2.12224, 0.64782)
H (3.51888, 4.50836, 1.73223)
H (3.57204, 4.68333, -0.05109)
S (2.72807, -1.32237, -1.17647)
C (1.69137, -1.42265, -2.57348)
C (1.49409, -2.46907, -3.47028)
C (0.66959, -2.25011, -4.55292)
C (0.05710, -1.00664, -4.74381)
C (0.28018, -0.01806, -3.82108)
N (1.05910, -0.23986, -2.74736)
H (1.99691, -3.41280, -3.30559)
H (0.50577, -3.04287, -5.27229)
H (-0.57139, -0.81141, -5.59978)
H (-0.15446, 0.96692, -3.91514)
O (3.81117, 4.92436, -5.50494)
C (3.50201, 4.22514, -4.58730)
C (4.20482, 2.92174, -4.14638)
O (5.25776, 2.50540, -4.55636)
C (3.30300, 2.36778, -3.13774)
C (2.25412, 3.19286, -2.86236)
O (1.38910, 2.82599, -1.95533)
C (2.28563, 4.42168, -3.65957)
O (1.55278, 5.37661, -3.62225)
O (3.39774, 1.22947, -2.45964)
C (-0.66922, -5.61316, -2.11275)
C (-0.48050, -4.42514, -1.20633)
C (-1.31906, -3.32282, -1.27848)
C (-1.14068, -2.19614, -0.47668)
C (-2.18041, -1.11015, -0.58058)
C (-0.06229, -2.16154, 0.41546)
As (0.61584, -0.57552, 1.36478)
N (0.26472, 0.78102, 0.01200)
C (-0.87558, 1.63962, -0.10451)
C (-1.65252, 1.99320, 0.99995)
C (-2.72638, 2.85837, 0.87044)
C (-3.06963, 3.38359, -0.36806)
C (-2.32525, 3.01572, -1.47996)
C (-1.24966, 2.15186, -1.35002)
C (-0.58232, -0.32168, 2.91998)
C (-1.62136, -1.17023, 3.33981)
C (-2.06896, -2.43991, 2.64839)
C (-2.32937, -0.83637, 4.49900)
C (-2.03640, 0.27547, 5.26680)
C (-2.83775, 0.62038, 6.49511)
C (-0.96150, 1.06408, 4.87352)
C (-0.22894, 0.77708, 3.73342)
C (0.93184, 1.67337, 3.39337)
C (0.75705, -3.29597, 0.55009)
C (1.86379, -3.41801, 1.57759)
C (0.53375, -4.40155, -0.25989)
H (-1.68699, -5.65830, -2.49959)
H (-0.45830, -6.54699, -1.59066)
H (0.00788, -5.55920, -2.96982)
H (-2.15654, -3.33718, -1.97050)
H (-3.15359, -1.55857, -0.78765)
H (-1.96658, -0.40605, -1.38701)
H (-2.26632, -0.53921, 0.34145)
H (-1.42147, 1.60132, 1.97510)
H (-3.29608, 3.12437, 1.75251)
H (-3.91131, 4.05783, -0.46649)
H (-2.57461, 3.40478, -2.45915)
H (-0.68923, 1.87708, -2.22371)
H (-1.24173, -3.04770, 2.30057)
H (-2.70286, -2.23093, 1.78349)
H (-2.65077, -3.03981, 3.34740)
H (-3.14083, -1.48890, 4.80735)
H (-3.60516, -0.12828, 6.69088)
H (-3.33145, 1.58747, 6.37682)
H (-2.19606, 0.68921, 7.37570)
H (-0.68178, 1.92534, 5.47335)
H (1.00758, 2.49320, 4.10776)
H (0.83431, 2.11817, 2.40096)
H (1.86927, 1.11593, 3.41205)
H (1.93043, -2.57344, 2.25738)
H (2.83562, -3.51892, 1.08935)
H (1.70136, -4.31184, 2.18357)
H (1.17523, -5.27131, -0.14176)

Charges computed using Löwdin, reported in e: Re 1.034; I 0.863; C -1.076; I 1.049; H -0.043; H -0.032; S 0.674; C -0.668; C -0.062; C -0.041; C -0.046; C -0.090; N -0.126; H 0.116; H 0.115; H 0.109; H 0.115; O 0.167; C -0.229; C -0.275; O 0.132; C -0.274; C -0.306; O -0.251; C -0.266; O 0.134; O -0.292; C -0.043; C -0.271; C -0.018; C -0.280; C -0.043; C -0.353; As 1.319; N -0.354; C -0.390; C -0.068; C -0.074; C -0.083; C -0.062; C -0.076; C -0.296; C -0.240; C -0.035; C -0.016; C -0.260; C -0.046; C -0.015; C -0.323; C -0.122; C -0.348; C -0.088; C -0.022; H 0.077; H 0.079; H 0.076; H 0.121; H 0.090; H 0.074; H 0.061; H 0.075; H 0.107; H 0.103; H 0.110; H 0.059; H 0.065; H 0.079; H 0.079; H 0.114; H 0.074; H 0.083; H 0.082; H 0.121; H 0.084; H -0.010; H 0.055; H 0.029; H 0.074; H 0.086; H 0.126


# 3
The following is a quantum chemistry calculation of a cluster of 12 separate species, C42H78BClN15O6P2S2 in total, from the OMol25 dataset.

Summary:
Charge   +1
Frontier orbital gap   7.162 eV
HOMO   -9.88 eV
Strongest force on any atom   4.03 eV Å⁻¹

Atoms and positions in Å:
C (4.69568, 3.74008, 1.22079)
C (3.24332, 4.16673, 1.72209)
C (2.11308, 3.14208, 1.17544)
C (1.77496, 3.59636, -0.29519)
C (1.07689, 2.46269, -1.23851)
P (2.57253, 1.78138, -2.25135)
N (3.93625, 1.49729, -1.13285)
O (3.18235, 2.94775, -3.33360)
N (0.73785, 1.32882, -0.36031)
C (-0.26527, 0.34285, -0.85086)
S (0.69961, -1.29817, -0.81191)
C (-1.34638, 0.19532, 0.30568)
C (-1.68741, -1.21690, 0.93570)
C (-2.65544, -2.18511, 0.13695)
C (-1.94068, -3.39490, -0.61099)
O (-1.25564, -4.17196, 0.38525)
C (0.04845, -4.62039, -0.05917)
C (-0.75998, 0.51327, -2.36252)
C (-2.19756, -0.14963, -2.54488)
C (-2.84825, -0.06244, -3.98728)
C (-4.36569, -0.59377, -3.96180)
Cl (-5.49207, 0.69082, -4.63978)
N (-0.57924, 1.83863, -3.03958)
C (0.01415, 1.88417, -4.40491)
C (-0.03378, 0.60310, -5.33172)
N (0.99062, -0.19850, -5.33840)
C (-0.13878, 2.97544, -2.10114)
B (0.15758, 4.37758, -2.92700)
O (-0.79230, 4.86218, -3.91103)
O (1.33860, 5.14077, -2.84081)
C (1.15955, 6.56908, -2.87724)
C (0.45742, 7.18248, -1.56653)
P (-1.62868, 3.56551, -1.01930)
O (-2.01840, 5.20578, -1.35754)
O (-3.07051, 2.73827, -1.33702)
S (-1.35934, 3.57120, 0.88547)
H (5.49441, 4.48107, 1.53995)
H (4.96676, 2.72701, 1.63928)
H (4.75161, 3.71982, 0.08408)
H (3.20853, 4.27452, 2.84778)
H (3.01880, 5.15257, 1.19221)
H (1.25601, 3.25309, 1.91262)
H (2.58593, 2.11594, 1.26766)
H (1.12400, 4.52626, -0.19699)
H (2.73552, 3.96963, -0.78190)
H (3.74916, 0.54064, -0.79187)
H (4.79729, 1.39945, -1.69472)
H (4.14303, 2.79692, -3.38526)
H (1.61988, 0.84265, -0.16304)
H (1.21417, -1.37417, 0.47298)
H (-2.34400, 0.71932, 0.12743)
H (-0.94002, 0.76745, 1.20656)
H (-0.81064, -1.75476, 1.42212)
H (-2.30793, -0.93446, 1.85978)
H (-3.40338, -1.63657, -0.52392)
H (-3.31599, -2.69210, 0.91872)
H (-1.31847, -3.09880, -1.49904)
H (-2.78903, -4.05068, -1.00988)
H (0.17652, -4.60809, -1.17655)
H (0.81450, -3.98351, 0.49323)
H (0.18489, -5.67274, 0.35763)
H (-0.08004, -0.23309, -2.89902)
H (-2.01221, -1.26037, -2.37696)
H (-2.98622, 0.22183, -1.83739)
H (-2.28751, -0.77754, -4.66313)
H (-2.79522, 0.96918, -4.44732)
H (-4.41879, -1.55396, -4.56149)
H (-4.59417, -0.82344, -2.87619)
H (-1.55842, 2.14378, -3.22816)
H (1.09151, 2.20340, -4.49251)
H (-0.57335, 2.61282, -5.06132)
H (-0.90588, 0.38267, -6.00871)
H (0.77344, -0.96376, -6.00358)
H (-0.30947, 5.10348, -4.72062)
H (0.70487, 6.97206, -3.83579)
H (2.21000, 7.01286, -2.86103)
H (0.20397, 6.39855, -0.79933)
H (1.06994, 7.98861, -1.07863)
H (-0.51797, 7.65966, -1.90956)
H (-2.77952, 5.35118, -0.75134)
H (-3.52346, 3.10951, -2.12194)
C (4.76235, 8.40894, -0.76524)
C (3.79212, 7.73852, 0.14713)
N (3.03787, 7.21578, 0.86083)
H (4.32687, 8.50875, -1.75985)
H (5.00658, 9.39964, -0.38158)
H (5.67559, 7.81732, -0.83309)
C (6.09529, 3.26577, 5.27674)
C (6.78016, 3.51626, 3.97676)
N (7.30730, 3.71137, 2.95971)
H (6.40043, 4.01476, 6.00782)
H (5.01115, 3.31774, 5.14044)
H (6.36057, 2.27559, 5.64946)
C (2.35677, 1.42634, 4.24140)
C (2.72928, 2.63672, 5.02917)
N (3.01994, 3.58148, 5.64291)
H (2.31369, 0.55662, 4.89736)
H (1.38084, 1.57274, 3.77778)
H (3.09896, 1.24920, 3.46212)
C (-1.22297, -6.41058, 2.94111)
C (-1.02308, -6.15038, 4.39550)
N (-0.86709, -5.94777, 5.53020)
H (-1.99836, -7.16375, 2.80155)
H (-1.52470, -5.49140, 2.43611)
H (-0.29340, -6.77178, 2.49883)
C (-9.24175, 1.34205, -3.93937)
C (-10.22622, 0.69178, -3.02780)
N (-10.99224, 0.18526, -2.31709)
H (-9.67596, 1.45782, -4.93271)
H (-8.97146, 2.32500, -3.55264)
H (-8.34306, 0.72839, -4.01271)
C (2.25114, -4.32800, 3.95798)
C (2.23319, -3.06555, 3.16784)
N (2.21917, -2.08280, 2.54755)
H (1.71608, -4.18477, 4.89780)
H (1.76862, -5.12790, 3.39773)
H (3.28022, -4.61762, 4.17408)
C (-4.39181, 3.89161, -6.31860)
C (-4.96309, 5.11749, -6.94600)
N (-5.40792, 6.07231, -7.43409)
H (-5.18403, 3.31587, -5.84065)
H (-3.91263, 3.27466, -7.07943)
H (-3.65114, 4.17098, -5.56753)
C (2.17724, -7.88489, 5.93975)
C (1.98132, -7.61162, 4.48922)
N (1.82652, -7.40962, 3.34459)
H (1.24334, -7.71585, 6.47755)
H (2.48906, -8.91986, 6.08308)
H (2.94506, -7.22044, 6.33831)
C (-5.06191, -8.50208, 3.55056)
C (-4.43886, -8.24806, 2.21984)
N (-3.95320, -8.05012, 1.18283)
H (-4.71861, -7.75624, 4.26820)
H (-6.14730, -8.44451, 3.46743)
H (-4.78313, -9.49421, 3.90594)
C (5.21356, -6.32476, 9.40344)
C (5.00739, -6.05953, 7.95086)
N (4.84672, -5.85213, 6.81876)
H (4.28335, -6.15480, 9.94594)
H (5.52860, -7.35812, 9.54946)
H (5.98217, -5.65848, 9.79533)
C (-2.39290, -7.10724, -2.94072)
C (-2.48759, -5.84710, -3.73317)
N (-2.56073, -4.86167, -4.34593)
H (-2.90508, -6.98368, -1.98547)
H (-2.85700, -7.92568, -3.49124)
H (-1.34624, -7.34976, -2.75564)

Atom charges from the Löwdin analysis, given in e for atoms 1 to 99: C -0.144; C -0.227; C -0.221; C -0.185; C -0.491; P 0.950; N -0.140; O -0.298; N -0.065; C -0.570; S 0.832; C -0.215; C -0.226; C -0.161; C -0.264; O -0.242; C -0.106; C -0.209; C -0.131; C -0.244; C -0.505; Cl 0.541; N -0.031; C -0.109; C -0.200; N 0.127; C -0.210; B -0.568; O 0.083; O 0.021; C -0.186; C -0.052; P 0.441; O -0.248; O -0.222; S 0.488; H 0.047; H 0.060; H 0.050; H 0.091; H 0.042; H 0.072; H 0.085; H 0.084; H 0.100; H 0.034; H 0.055; H 0.054; H 0.036; H -0.107; H 0.095; H 0.091; H 0.092; H 0.123; H 0.102; H 0.122; H 0.070; H 0.123; H 0.093; H 0.069; H 0.090; H 0.113; H 0.122; H 0.096; H 0.108; H 0.082; H 0.095; H 0.082; H 0.140; H 0.118; H 0.142; H 0.118; H 0.074; H 0.119; H 0.127; H 0.121; H 0.064; H 0.065; H 0.088; H 0.080; H 0.086; C -0.051; C -0.225; N 0.149; H 0.070; H 0.084; H 0.083; C -0.064; C -0.251; N 0.120; H 0.084; H 0.005; H 0.081; C -0.055; C -0.248; N 0.140; H 0.079; H 0.074; H 0.070


# 4
The following is a quantum chemistry calculation of a structure of composition C2H5N3S2, from the OMol25 dataset.

Summary:
Charge   0
Frontier orbital gap   7.654 eV
Energy above the lowest of the compared OMol25 structures with the same formula, charge and spin   6.840 eV
HOMO   -8.65 eV
Strongest force on any atom   5.33 eV Å⁻¹

Atoms and positions in Å:
C (0.00985, -0.07543, -0.27558)
C (1.41093, 0.13234, -0.23240)
H (-2.23761, -0.67755, 0.01066)
H (-2.66548, 1.36436, -0.79504)
H (-0.85357, -1.24564, 1.46102)
H (-0.19867, -2.16941, -0.12572)
H (3.30624, 1.52300, -0.22208)
N (-1.98506, 0.72748, 0.10658)
N (-0.67380, 1.01704, -0.11225)
N (-0.61138, -1.25292, 0.09713)
S (2.05209, 1.80894, 0.11894)
S (2.44645, -1.15222, -0.03127)

Charges computed using Löwdin, reported in e: C -0.647; C -1.054; H 0.227; H 0.194; H 0.285; H 0.065; H -0.151; N -0.130; N -0.074; N -0.034; S 0.714; S 0.605


What are the E values for these records? In order: -3865.3586, -5146.8580, -4883.6565, -1039.6320 a.u..